The following is a quantum chemistry calculation of C29H43AsHfN4O3 as an isolated structure at a distorted geometry, from the Open Molecules 2025 dataset.

```
! wB97M-V def2-TZVPD RIJCOSX def2/J DEFGRID3
* xyz 2 1
Hf -0.23300 -0.32433 0.05272
C -2.51266 0.60758 -2.04293
N -2.23924 -0.60196 -1.22440
C -3.37602 -0.81091 -0.27915
C -3.83232 0.39387 0.54402
C -2.76316 1.19892 1.30097
N -1.56195 0.43986 1.65389
C -1.20767 0.41915 2.89168
C 0.05840 -0.02907 3.41331
C 0.17985 -0.17390 4.81022
C 1.37524 -0.49295 5.40317
C 2.51215 -0.63372 4.60037
C 2.43425 -0.46487 3.23628
C 1.21812 -0.15831 2.60358
O 1.20732 0.07439 1.30467
C -2.17774 -1.78488 -2.15142
C -0.81822 -2.47980 -2.24001
C 0.27140 -1.61442 -2.85703
N 0.49758 -0.41246 -2.03908
C 1.29485 0.48095 -2.53250
C 1.49123 1.79750 -2.02112
C 2.39640 2.65563 -2.68341
C 2.50619 3.97526 -2.33844
C 1.70611 4.47852 -1.30409
C 0.81864 3.66624 -0.63551
C 0.68291 2.31459 -0.97732
O -0.25416 1.58165 -0.39597
H -3.49456 0.53157 -2.51911
H -1.75364 0.71299 -2.81401
H -2.48077 1.50426 -1.43361
H -3.08608 -1.61307 0.39980
H -4.24964 -1.15046 -0.84496
H -4.54422 -0.01103 1.26530
H -4.39206 1.09262 -0.07776
H -3.22106 1.62474 2.19608
H -2.41856 2.03688 0.69349
H -1.89856 0.82043 3.63630
H -0.70063 -0.02679 5.42629
H 1.44972 -0.60296 6.47580
H 3.46919 -0.85018 5.05769
H 3.31626 -0.52289 2.61020
H -2.47199 -1.45690 -3.15010
H -2.91596 -2.52439 -1.84038
H -0.92837 -3.38187 -2.84368
H -0.50403 -2.79397 -1.24615
H -0.02985 -1.31726 -3.86557
H 1.19444 -2.19113 -2.95343
H 1.81588 0.25345 -3.46606
H 3.00002 2.25012 -3.48757
H 3.18883 4.62626 -2.86550
H 1.77896 5.52363 -1.03293
H 0.20198 4.05130 0.16644
C 4.18892 -3.46661 -2.11372
C 4.20851 -2.67067 -0.79759
C 5.08897 -1.41766 -0.93767
C 4.71138 -3.55012 0.35948
C 2.84315 -2.24847 -0.50110
N 1.77306 -1.90979 -0.26023
H 5.20089 -3.80534 -2.33297
H 3.85148 -2.84730 -2.94579
H 3.54441 -4.34332 -2.04111
H 6.07775 -1.71764 -1.28276
H 5.19839 -0.90809 0.01962
H 4.67517 -0.71241 -1.65928
H 5.74617 -3.82951 0.16470
H 4.12424 -4.46448 0.45141
H 4.67223 -3.00781 1.30473
C 1.07022 -4.34021 1.84320
As -0.69272 -3.55424 1.81069
C -1.22581 -3.31304 3.64696
C -1.86476 -4.81151 0.92362
O -0.78265 -2.11016 0.97007
H 0.98915 -5.30440 2.34500
H 1.74353 -3.69142 2.40188
H 1.44228 -4.48293 0.83207
H -1.28606 -4.28371 4.13696
H -2.19435 -2.81835 3.68770
H -0.47490 -2.69545 4.13714
H -1.86937 -5.75465 1.46803
H -1.49890 -4.98123 -0.08798
H -2.87657 -4.41254 0.88254
*
```

Computed properties:
**ΔE to the lowest compared entry with this formula, charge and spin**: 0.00 kcal/mol
**Orbital gap**: 8.08 eV
**Max |F|**: 1.985 eV/Å
**Total energy**: -105011.7812 eV